# C6H14NS2

A gas-phase ion, C6H14NS2 (charge +1) (the ωB97M-V functional and the def2-TZVPD basis, OMol25).

Atoms and positions in Å:
1 C -0.557 -0.421 0.435
2 C -4.186 0.822 0.670
3 C 2.288 1.980 0.010
4 C 0.843 -2.324 -1.150
5 C 1.317 1.066 0.687
6 C 1.424 -1.367 -0.095
7 N 0.747 -0.055 -0.092
8 S -1.827 -0.464 -0.620
9 S -3.394 -0.903 0.574
10 H -4.888 0.625 1.479
11 H -3.376 1.611 0.882
12 H -4.535 1.129 -0.342
13 H 2.475 2.746 0.801
14 H 3.063 1.299 -0.409
15 H 1.884 2.601 -0.884
16 H -0.127 -2.114 -1.442
17 H 1.495 -2.392 -2.012
18 H 0.878 -3.314 -0.649
19 H 0.433 1.651 0.940
20 H 1.767 0.538 1.645
21 H 2.433 -1.281 -0.236
22 H 1.151 -1.822 0.871
23 H 0.694 0.388 -1.064

**HOMO**: -0.4825 Eh
**Gap between HOMO and LUMO**: 8.580 eV
**Charge**: +1
**Calculated total energy**: -1087.750883 hartree
**ΔE to the lowest compared entry with this formula, charge and spin**: 275.4 kJ/mol
**2S+1**: 1
**F_max**: 0.069 Eh/bohr

Partial atomic charges computed with the Löwdin method, in multiples of e:
1. C -0.399
2. C -0.372
3. C -0.072
4. C -0.049
5. C -0.226
6. C -0.172
7. N -0.258
8. S 0.637
9. S 0.509
10. H 0.029
11. H 0.060
12. H 0.045
13. H 0.110
14. H 0.092
15. H 0.119
16. H -0.004
17. H 0.089
18. H 0.112
19. H 0.119
20. H 0.188
21. H 0.108
22. H 0.138
23. H 0.196